# 1
C3H4O3 | wB97M-V/def2-TZVPD

XYZ file:
```
10
Properties=species:S:1:pos:R:3
O -0.41289 -1.00118 -1.57230
C -0.36414 0.19418 -1.43315
C -0.20799 0.83206 -0.05705
O 0.88774 0.17790 0.57333
C 0.58273 -0.92930 1.27655
O -0.51347 -1.25588 1.63643
H -0.39521 0.87264 -2.30574
H 0.03675 1.89394 -0.12006
H -1.12677 0.69111 0.52446
H 1.51325 -1.47545 1.47752
```

## Properties
Total charge   0
HOMO   -10.29 eV
SMILES   O=CCOC=O
Orbital gap   10.8 eV
ΔE to the lowest compared entry with this formula, charge and spin   123.1 kJ/mol
F_max   0.58 eV Å⁻¹

Löwdin atomic charge list, values in e, 4 entries:
1. O 0.0820
2. C -0.2033
3. C -0.1320
4. O -0.0302



# 2
C40H51B2F4N4O2SV | wB97M-V/def2-TZVPD

XYZ file:
```
105
Properties=species:S:1:pos:R:3
V 1.00407 -0.80923 -0.58058
C 2.34685 0.61943 2.26671
C 0.91494 0.93507 1.86487
C 0.62486 1.85360 0.90745
C 1.73574 2.80129 0.49593
C -0.68409 2.12826 0.22189
C -0.67393 3.39399 -0.63254
C -1.82073 1.38413 0.20672
C -2.94519 1.77927 -0.73356
C -2.31375 0.38426 1.22197
C -2.94932 -0.92876 0.71660
C -0.06375 0.31594 2.81553
C 0.32088 0.60635 4.26223
H 2.71105 1.26650 3.06692
H 3.04050 0.70492 1.43754
H 2.40187 -0.40713 2.63537
H 1.51940 3.77221 0.94881
H 1.80358 2.95813 -0.57692
H 2.70618 2.50185 0.86738
H -0.19855 3.24361 -1.60549
H -0.13815 4.19786 -0.13121
H -1.67738 3.76450 -0.80960
H -3.55515 2.57512 -0.28776
H -3.60961 0.94085 -0.92799
H -2.58348 2.12925 -1.69529
H -3.84608 -0.75868 0.12269
H -3.25335 -1.51754 1.58584
H -2.26751 -1.53892 0.13713
H 1.28408 0.16236 4.51014
H -0.40399 0.20378 4.96028
H 0.39071 1.68718 4.42191
C -3.20040 1.54816 5.53732
C -3.28500 1.30854 4.01707
C -2.76112 2.60535 3.36091
C -4.76603 1.10436 3.65159
C -2.45202 0.04102 3.67006
C -2.52881 -1.03886 4.45673
C -1.69021 -2.21742 4.27597
C -0.73288 -2.20904 3.35128
S 0.25663 -3.58013 2.88014
C 0.62498 -2.78968 1.39209
N 0.17236 -1.57670 1.21892
C -0.47711 -1.08371 2.43882
C -1.51516 0.06973 2.47875
C 1.62848 -3.34364 0.48167
C 2.13983 -4.62974 0.60064
C 3.25173 -4.98216 -0.14568
C 3.85771 -4.04791 -0.98037
C 3.33491 -2.76907 -1.11310
C 2.19784 -2.40687 -0.39130
H -3.80749 2.41953 5.79592
H -2.17165 1.74822 5.85097
H -3.57605 0.70334 6.11554
H -3.12649 3.46081 3.93382
H -3.10414 2.75048 2.33499
H -1.66617 2.65481 3.36185
H -5.35594 1.97100 3.96847
H -5.17073 0.21747 4.14740
H -4.90923 0.97836 2.57297
H -3.21437 -1.04629 5.29717
H -1.86835 -3.10386 4.87709
H -3.17390 0.92946 1.60322
H 1.67700 -5.34944 1.26788
H 3.65261 -5.98531 -0.07447
H 4.72684 -4.32920 -1.56184
H 3.78575 -2.08810 -1.82525
C 0.81343 1.52752 -3.61440
N 2.05650 2.03369 -3.02480
C 2.53943 3.28067 -3.61082
C 2.79837 1.32840 -2.17042
N 2.24497 0.48652 -1.26663
N 4.12505 1.55551 -2.12588
C 4.90048 1.63851 -3.37678
C 4.90014 1.13386 -0.96672
H 1.01146 1.08426 -4.58693
H 0.12292 2.36131 -3.73264
H 0.35410 0.77611 -2.99523
H 1.71305 3.99002 -3.60168
H 2.86556 3.15178 -4.64339
H 3.35350 3.68756 -3.02018
H 3.01422 0.00593 -0.79028
H 4.26295 1.45635 -4.23417
H 5.64696 0.84501 -3.36536
H 5.40255 2.60156 -3.47106
H 5.11101 0.05819 -0.98195
H 4.39292 1.39762 -0.04178
H 5.85016 1.66114 -0.98153
F 1.25544 -1.60668 -2.71645
B 2.14364 -1.75902 -3.92494
F 1.38306 -1.39963 -5.03085
F 2.55605 -3.07672 -3.94377
F 3.24973 -0.86806 -3.74847
O -1.36504 -0.72503 -2.47954
B -0.69550 -1.48682 -1.53848
O -1.07898 -2.81506 -1.56855
C -2.00621 -2.89041 -2.59832
C -2.68114 -3.99457 -3.05634
C -3.56747 -3.77859 -4.11129
C -3.74801 -2.51153 -4.66274
C -3.04861 -1.40274 -4.18270
C -2.18396 -1.63848 -3.14420
H -2.52935 -4.97599 -2.62176
H -4.12325 -4.61762 -4.51370
H -4.43922 -2.38404 -5.48761
H -3.17510 -0.41349 -4.60790
```

## Properties
Total charge   +1
HOMO (spin up / spin down)   -10.51 / -10.50 eV
Spin multiplicity   2
Orbital gap (spin up / spin down)   6.6 / 7.0 eV
ΔE to the lowest compared entry with this formula, charge and spin   249.1 kJ/mol
F_max   1.54 eV Å⁻¹
⟨S²⟩   0.7746

Löwdin atomic charge list, values in e, 4 entries:
1. V 1.0477
2. C -0.0320
3. C -0.1875
4. C -0.1625



# 3
C9H14 | wB97M-V/def2-TZVPD

XYZ file:
```
23
Properties=species:S:1:pos:R:3
C 2.46196 1.42027 1.21375
C 1.82511 0.20997 0.49742
C 1.42698 -0.90588 1.18910
C 0.80789 -2.01857 0.53422
C 0.50599 -1.94513 -0.83313
C 1.04938 -0.81307 -1.63079
C 1.58316 0.24950 -0.95180
H 1.87053 1.70620 2.20399
H 2.49457 2.47111 0.82776
H 3.33230 1.04921 1.56106
H 1.45872 -0.95869 2.34201
H 0.45175 -2.79368 1.04478
H -0.17948 -2.68089 -1.31144
H 0.82176 -0.74033 -2.74564
H 1.65573 1.10166 -1.65114
C -2.99932 -0.15487 -0.16634
C -2.45271 1.27210 -0.41429
H -4.05103 -0.24480 -0.15566
H -2.41071 -0.67583 -0.91274
H -2.63256 -0.54544 0.91982
H -1.55759 1.58676 0.16086
H -2.17233 1.43067 -1.42205
H -3.29008 1.97973 -0.29976
```

## Properties
Total charge   0
HOMO   -8.89 eV
SMILES   Cc1ccccc1.CC
Orbital gap   9.9 eV
ΔE to the lowest compared entry with this formula, charge and spin   208.8 kJ/mol
F_max   5.42 eV Å⁻¹

Löwdin atomic charge list, values in e, 4 entries:
1. C -0.0620
2. C -0.2593
3. C -0.0681
4. C -0.0872



# 4
C20H17N5S6SbSe4Tc | wB97M-V/def2-TZVPD

XYZ file:
```
54
Properties=species:S:1:pos:R:3
Tc 0.15533 -0.07642 0.11732
S 5.13273 0.93352 5.31012
C 4.04228 0.61526 4.18555
S 4.46069 0.45566 2.47038
C 2.86810 0.21962 1.87732
C 1.82133 0.24685 2.85746
S 0.26206 -0.04214 2.41439
S 2.31306 0.51958 4.49378
S 2.55051 -0.07795 0.27585
N 1.86729 1.74735 -2.02869
C 1.08316 0.83858 -2.71686
C 1.33595 0.66935 -4.08250
C 0.53899 -0.17682 -4.81018
C -0.51257 -0.82756 -4.16528
C -0.66380 -0.64055 -2.81590
N 0.13855 0.14927 -2.07297
C 1.50177 2.54615 -0.95811
C 2.07108 3.82013 -0.87504
C 1.78260 4.61746 0.20426
C 0.89230 4.14862 1.16679
C 0.37156 2.88969 1.01542
N 0.69082 2.06887 -0.01215
H 2.57872 2.17026 -2.60763
H 2.14399 1.21815 -4.54829
H 0.71611 -0.32197 -5.86733
H -1.17652 -1.49559 -4.69250
H -1.44163 -1.15597 -2.26918
H 2.72474 4.16106 -1.66664
H 2.22340 5.60158 0.29025
H 0.61156 4.74652 2.02125
H -0.32652 2.49863 1.73849
Se -0.96518 -5.95792 -0.01043
Sb -1.46388 -4.06329 -1.21714
Se -1.36265 -2.04997 0.72061
Se 0.74594 -2.50140 -0.20555
Se -2.77828 -3.49158 -3.05304
N -3.88150 -0.18185 -1.16920
C -3.00578 0.81169 -1.09758
S -2.10648 1.00727 0.38160
N -2.88653 1.62358 -2.13800
C -2.03294 2.77006 -2.28554
C -2.09116 3.83024 -1.39250
C -1.31789 4.95498 -1.63489
C -0.51624 5.02778 -2.76726
C -0.48284 3.96961 -3.66395
C -1.24529 2.83555 -3.42449
H -4.03635 -0.75332 -0.35147
H -4.48727 -0.32411 -1.96523
H -3.46778 1.42756 -2.94498
H -2.74399 3.78472 -0.53220
H -1.36872 5.79225 -0.95168
H 0.05816 5.92309 -2.96564
H 0.11552 4.03440 -4.56365
H -1.24192 2.00946 -4.12597
```

## Properties
Total charge   +2
HOMO (spin up / spin down)   -13.34 / -13.34 eV
Orbital gap (spin up / spin down)   5.5 / 5.5 eV
ΔE to the lowest compared entry with this formula, charge and spin   107.8 kJ/mol
F_max   0.74 eV Å⁻¹

Löwdin atomic charge list, values in e, 4 entries:
1. Tc 0.3282
2. S 0.7617
3. C -1.4355
4. S 0.9823